# 1
C4H11NS in the gas phase, computed with ωB97M-V/def2-TZVPD.

The geometry in XYZ format:
```
17
C4H11NS ωB97M-V/def2-TZVPD
N 0.4735 -2.0951 1.2033
C -0.5218 -1.0403 1.1354
C 0.0243 0.3702 0.9148
C 0.7378 0.5796 -0.4106
C -0.1840 0.6529 -1.6026
S -1.3459 2.0531 -1.4639
H 0.7247 -2.3804 2.1345
H 1.3195 -1.8673 0.7018
H -1.2637 -1.2906 0.3705
H -1.1156 -1.0242 2.0533
H -0.8144 1.0618 1.0167
H 0.6527 0.6139 1.7791
H 1.4467 -0.2365 -0.5511
H 1.3670 1.4637 -0.3717
H -0.7750 -0.2508 -1.7410
H 0.3988 0.7719 -2.5146
H -1.1248 2.6180 -2.6539
```

## Properties
- SMILES = NCCCCS
- total energy (eV) = -16651.55395
- HOMO-LUMO gap (eV) = 9.92
- relative energy (zero: lowest compared OMol25 entry of this formula, charge and spin) (kcal per mole) = 5.5

=====

# 2
2 unconnected molecules or ions with the total composition C4H12 at a distorted geometry, computed with ωB97M-V/def2-TZVPD.

The geometry in XYZ format:
```
16
C4H12 ωB97M-V/def2-TZVPD
C -1.7977 -0.6394 1.2858
C -2.7355 -1.2549 0.2424
H -2.3802 -0.2335 2.1144
H -1.0228 -1.3060 1.6614
H -1.2607 0.1978 0.8289
H -2.3781 -1.0562 -0.7735
H -2.9865 -2.3004 0.3691
H -3.5726 -0.5381 0.1934
C 1.9821 0.7848 -1.4725
C 2.5931 1.0208 -0.0742
H 0.8987 0.7738 -1.3083
H 2.0792 1.5753 -2.2115
H 2.3583 -0.1565 -1.8529
H 3.6419 1.3046 0.0144
H 2.5324 0.0697 0.4615
H 2.0484 1.7582 0.5217
```

## Properties
- SMILES = CC.CC
- total energy (eV) = -4342.09956
- HOMO-LUMO gap (eV) = 12.58
- relative energy (zero: lowest compared OMol25 entry of this formula, charge and spin) (kcal per mole) = 9.9

=====

# 3
A molecular structure, C32H45NOOsPS4Si at a distorted geometry, computed with ωB97M-V/def2-TZVPD.

The geometry in XYZ format:
```
86
C32H45NOOsPS4Si ωB97M-V/def2-TZVPD
Os -0.9175 0.5868 0.5642
S -3.1378 0.0122 0.2612
S -4.3596 1.5895 0.6241
S -3.4979 3.2389 -0.2992
S -1.5572 3.0320 -0.3122
C -1.8260 3.2411 3.1826
C -2.1324 1.8572 3.7730
C -2.0693 1.9463 5.3026
P -1.1472 0.4996 3.0014
C 0.5342 0.4044 3.7714
C 0.6590 -0.2842 5.1309
C 1.1744 1.7980 3.8296
C -2.0398 -1.0959 3.3129
C -1.1783 -2.2464 2.7733
C -2.5966 -1.4303 4.6986
H -2.6986 3.8865 3.2872
H -1.5664 3.2059 2.1252
H -1.0021 3.7155 3.7140
H -3.1512 1.5820 3.4732
H -1.0977 2.3125 5.6313
H -2.2693 1.0109 5.8111
H -2.8149 2.6713 5.6333
H 1.0956 -0.1940 3.0466
H 0.0525 0.1950 5.8965
H 1.7012 -0.2221 5.4509
H 0.3990 -1.3381 5.0872
H 0.7672 2.3761 4.6578
H 1.0292 2.3739 2.9159
H 2.2464 1.6934 4.0071
H -2.9040 -0.9935 2.6537
H -0.3713 -2.4962 3.4634
H -0.7280 -2.0178 1.8019
H -1.7922 -3.1378 2.6426
H -1.8483 -1.4344 5.4854
H -3.0215 -2.4347 4.6475
H -3.4052 -0.7621 4.9847
N 1.0876 0.8427 0.7256
C 2.2185 0.8577 0.5252
C 3.6237 0.8777 0.2621
C 4.4681 1.5470 1.1516
C 5.8277 1.5573 0.9056
C 6.3345 0.9135 -0.2177
C 5.4877 0.2591 -1.1028
C 4.1248 0.2355 -0.8700
H 4.0543 2.0519 2.0138
H 6.4927 2.0701 1.5862
H 7.3994 0.9279 -0.4064
H 5.8892 -0.2331 -1.9775
H 3.4477 -0.2564 -1.5567
C -1.6397 -2.9758 -1.5241
C -0.2986 -2.5263 -2.1192
C 0.1018 -3.4531 -3.2716
C 0.7885 -2.6134 -1.0419
Si -0.4620 -0.7085 -2.6523
O -0.5301 0.1752 -1.2664
C -2.0064 -0.3485 -3.6426
C -2.6582 0.8665 -3.4019
C -3.7838 1.2400 -4.1218
C -4.2818 0.4005 -5.1075
C -3.6484 -0.8056 -5.3693
C -2.5232 -1.1739 -4.6445
C 1.0468 -0.1342 -3.5955
C 1.9316 0.7783 -3.0135
C 3.0462 1.2440 -3.7002
C 3.2895 0.8056 -4.9929
C 2.4155 -0.0902 -5.5956
C 1.3052 -0.5511 -4.9046
H -1.5787 -4.0161 -1.1869
H -2.4516 -2.9083 -2.2491
H -1.9154 -2.3653 -0.6582
H 0.2313 -4.4735 -2.8960
H 1.0461 -3.1489 -3.7252
H -0.6554 -3.4997 -4.0533
H 0.8477 -3.6330 -0.6464
H 0.5877 -1.9442 -0.2003
H 1.7703 -2.3639 -1.4551
H -2.2685 1.5301 -2.6384
H -4.2695 2.1865 -3.9200
H -5.1581 0.6870 -5.6739
H -4.0303 -1.4604 -6.1417
H -2.0524 -2.1212 -4.8704
H 1.7292 1.1407 -2.0104
H 3.7158 1.9558 -3.2334
H 4.1507 1.1713 -5.5365
H 2.5964 -0.4214 -6.6098
H 0.6276 -1.2378 -5.3993
```

## Properties
- total energy (eV) = -100423.61154
- total charge = +1
- ⟨S²⟩ = 6.02
- HOMO-LUMO gap (spin up / spin down) (eV) = 7.95 / 6.06
- spin multiplicity = 5
- relative energy (zero: lowest compared OMol25 entry of this formula, charge and spin) (kcal per mole) = 10.5

=====

# 4
A gas-phase ion, C8H18N4O4P (charge +1) at a distorted geometry, computed with ωB97M-V/def2-TZVPD.

The geometry in XYZ format:
```
35
C8H18N4O4P ωB97M-V/def2-TZVPD
C -3.3211 2.5231 2.7843
P -3.0654 0.6574 3.1248
C -2.2419 0.6589 4.8579
N -1.7305 0.0487 2.0624
C -1.0778 -1.2076 2.1985
N -0.1039 -1.1648 1.1433
C -0.2165 0.0879 0.4458
N 0.5539 0.4828 -0.5809
O 1.5453 -0.3649 -0.9737
C 0.4504 1.7915 -1.2831
O 0.2174 1.6854 -2.6874
C 1.4447 1.6387 -3.4535
O 1.7126 0.3034 -3.8914
C 0.5444 -0.3284 -4.4578
C -0.1557 -1.3945 -3.4744
O -0.6007 -2.4879 -4.3397
N -1.2905 0.8323 1.0509
H -3.8677 2.7164 1.8097
H -2.2685 2.9759 2.6916
H -3.7952 3.0226 3.6845
H -1.1187 0.8175 4.6842
H -2.6791 1.5011 5.4834
H -2.3867 -0.3654 5.3167
H -1.2470 -2.0348 2.9438
H 2.2578 -0.2806 -0.2939
H 1.4144 2.3614 -1.0238
H -0.3915 2.4393 -0.8535
H 2.3581 2.0315 -2.9105
H 1.3013 2.3174 -4.3686
H 0.9152 -0.9472 -5.3484
H -0.2431 0.3876 -4.8509
H -1.0261 -0.9510 -2.8851
H 0.5980 -1.8771 -2.7628
H -1.5714 -2.4258 -4.4315
H -1.6044 1.7516 0.7361
```

## Properties
- SMILES = CP(C)n1cnc(N(O)COCOCCO)[nH+]1
- total energy (eV) = -32014.77324
- total charge = +1
- HOMO-LUMO gap (eV) = 8.54

=====

# 5
A molecular structure, C18H29Cl4GeN2O4PdSSi, computed with ωB97M-V/def2-TZVPD.

The geometry in XYZ format:
```
61
C18H29Cl4GeN2O4PdSSi ωB97M-V/def2-TZVPD
Pd 0.3445 -0.1660 -0.0838
C 0.9911 -0.5500 4.7859
Si -0.1157 0.0997 3.4430
C -0.7412 1.8186 3.8301
C -1.5496 -1.0379 3.0993
O 0.7951 0.2279 2.0306
H 0.4300 -0.6726 5.7155
H 1.8220 0.1279 4.9944
H 1.4030 -1.5277 4.5240
H -1.2668 1.8372 4.7873
H -1.4567 2.1674 3.0775
H 0.0863 2.5313 3.9065
H -2.2119 -1.0966 3.9659
H -1.1983 -2.0466 2.8679
H -2.1370 -0.6742 2.2513
C -4.7365 -7.1476 -2.0607
C -3.7755 -6.0421 -1.7470
C -4.1736 -4.9489 -0.9546
C -3.3111 -3.8352 -0.6148
C -3.8943 -2.7615 0.2344
C -2.0202 -3.8486 -1.1020
C -1.0666 -2.7443 -0.8609
O -1.3001 -1.8030 -0.1214
C -1.5848 -4.9573 -1.8918
C -0.2043 -5.0478 -2.4185
C -2.4852 -6.0239 -2.2030
H -5.6752 -7.0309 -1.5249
H -4.3065 -8.1144 -1.7981
H -4.9536 -7.1649 -3.1302
H -5.1905 -4.9336 -0.5794
H -4.9307 -2.9775 0.4809
H -3.8433 -1.8009 -0.2831
H -3.3186 -2.6430 1.1537
H -0.1132 -2.7913 -1.3914
H 0.5485 -4.7966 -1.6701
H -0.1008 -4.3114 -3.2309
H 0.0044 -6.0280 -2.8370
H -2.1137 -6.8382 -2.8137
Cl 4.9223 -0.3447 1.7076
Ge 2.7123 -0.1231 1.7582
Cl 2.4685 1.2603 -0.0894
Cl 2.1013 -1.9625 0.5050
S -1.3382 1.5939 -0.4017
C -0.2539 2.9536 -0.3879
N 0.1293 3.5500 0.7222
C 1.0980 4.6227 0.4407
C 1.1433 4.6344 -1.1052
N 0.2514 3.5182 -1.4567
H -0.0407 3.1623 1.6393
H 2.0624 4.3733 0.8787
H 0.7462 5.5648 0.8533
H 2.1426 4.4471 -1.4911
H 0.7647 5.5633 -1.5250
H 0.0638 3.1689 -2.3840
Cl -1.6008 -1.8728 -4.2472
C -0.6737 -0.3462 -4.3846
C -0.4347 0.1985 -2.9847
O -0.9396 1.3269 -2.7334
O 0.2279 -0.5319 -2.2065
H -1.2628 0.3394 -4.9807
H 0.2732 -0.5766 -4.8650
```

## Properties
- total energy (eV) = -159093.27385
- total charge = +2
- ⟨S²⟩ = 8.78
- HOMO-LUMO gap (spin up / spin down) (eV) = 6.18 / 5.20
- spin multiplicity = 6
- relative energy (zero: lowest compared OMol25 entry of this formula, charge and spin) (kcal per mole) = 0.9

=====

# 6
A molecular structure, C30H29ClN7O10SW at a distorted geometry, computed with ωB97M-V/def2-TZVPD.

The geometry in XYZ format:
```
79
C30H29ClN7O10SW ωB97M-V/def2-TZVPD
W 1.1476 1.2386 -1.9711
C 0.3639 1.1211 2.1012
C 1.6846 0.9992 1.3897
N 1.9682 0.7930 0.1183
C 3.3132 0.5364 0.0417
C 3.8689 0.6403 1.2728
N 2.8292 0.9341 2.1173
C 5.2942 0.5635 1.7227
O 6.0320 1.6345 1.3905
O 5.7377 -0.3311 2.3793
C 3.9216 0.3040 -1.2989
O 5.0456 -0.1541 -1.3764
O 3.1331 0.6286 -2.2676
H -0.6988 0.4147 0.5685
H -1.3839 2.2306 2.4036
H 0.5656 0.9409 3.1609
H 2.8893 1.0605 3.1135
H 5.5578 2.1685 0.7347
O -0.5869 0.6053 -3.1490
N -0.5095 -0.5584 -3.6590
N 0.3781 -1.2794 -3.1169
O 1.0556 -0.8323 -2.0751
C 0.7458 -2.5522 -3.6777
C 0.0201 -3.0845 -4.7338
C 0.3965 -4.3190 -5.2350
C 1.4810 -4.9967 -4.6900
C 2.1971 -4.4359 -3.6451
C 1.8341 -3.2010 -3.1251
H -0.8037 -2.5334 -5.1631
H -0.1535 -4.7465 -6.0629
H 1.7722 -5.9590 -5.0907
H 3.0509 -4.9522 -3.2275
H 2.3851 -2.7370 -2.3213
Cl 2.5119 3.2480 -1.3879
S 1.4706 1.8868 -4.4127
C 3.0047 2.5519 -4.6026
N 4.0315 3.0222 -4.8508
C -5.3710 0.2471 2.9338
C -3.9518 -0.2075 3.1519
C -3.6399 -0.9398 4.2897
C -2.3460 -1.3679 4.5401
C -1.3454 -1.0437 3.6461
C -1.6454 -0.3009 2.5127
N -0.5235 0.0032 1.6352
C -0.3803 2.4770 2.0117
C 0.2540 3.4169 3.0151
C 0.3996 4.7297 2.7947
C 0.0626 5.3458 1.5348
C -0.2854 4.5349 0.5090
C -0.4559 3.1218 0.6339
C -0.4910 2.4002 -0.5475
O -0.3217 2.8443 -1.7402
O -0.5409 1.0369 -0.5684
C -2.9449 0.1169 2.2246
C -3.2833 0.9130 0.9933
H -5.9939 -0.0271 3.7840
H -5.8068 -0.2050 2.0404
H -5.4273 1.3293 2.8067
H -4.4299 -1.1791 4.9916
H -2.1210 -1.9501 5.4237
H -0.3273 -1.3770 3.8081
H -0.0045 -0.8746 1.4919
H 0.5158 2.9969 3.9834
H 0.8138 5.3446 3.5874
H 0.2160 6.4050 1.3878
H -0.3973 4.9354 -0.4909
H -3.1143 1.9815 1.1516
H -4.3280 0.7815 0.7214
H -2.6779 0.6356 0.1334
N -2.3408 -2.7518 -1.9260
C -1.7602 -2.1211 -0.7410
C -0.6562 -2.9823 -0.1387
O -0.4406 -4.1224 -0.7734
O -0.0450 -2.6720 0.8584
H -3.3379 -2.8813 -1.8353
H -1.0648 -4.1122 -1.5361
H -2.1743 -2.2054 -2.7615
H -2.5045 -1.9863 0.0475
H -1.3348 -1.1400 -0.9594
```

## Properties
- total energy (eV) = -87672.03402
- total charge = -1
- HOMO-LUMO gap (spin up / spin down) (eV) = 5.52 / 5.52
- relative energy (zero: lowest compared OMol25 entry of this formula, charge and spin) (kcal per mole) = 99.5

=====

# 7
A molecular structure, C27H34N7OYb at a distorted geometry, computed with ωB97M-V/def2-TZVPD.

The geometry in XYZ format:
```
70
C27H34N7OYb ωB97M-V/def2-TZVPD
Yb 9.0184 8.5801 9.4595
C 13.3521 7.1286 7.1686
C 13.7000 8.2528 6.4179
C 12.9724 9.4356 6.5964
C 11.9607 9.4040 7.4997
N 11.5184 8.3326 8.2234
C 12.2387 7.2409 7.9842
N 11.0987 10.5927 7.4646
C 10.6332 10.9869 8.8024
N 9.3626 11.0598 9.0464
C 9.2033 11.0461 10.4762
N 8.1037 10.4403 10.8798
C 8.0828 9.6441 11.9750
C 8.1032 10.2693 13.2441
C 7.9047 9.4302 14.3383
C 7.6723 8.0642 14.1397
C 7.9578 7.5079 12.9045
N 8.1944 8.3302 11.8165
C 10.5390 11.1865 11.0687
C 11.0447 11.0280 12.3606
C 12.4094 10.9737 12.5418
C 13.3011 10.7567 11.4850
C 12.8308 10.7692 10.1672
C 11.4658 11.0043 10.0023
H 13.9695 6.2404 7.1913
H 14.4970 8.2852 5.6775
H 13.1214 10.3183 5.9849
H 11.9147 6.2718 8.4736
H 8.2480 11.3516 13.2648
H 7.9404 9.8759 15.3459
H 7.4324 7.4681 15.0274
H 7.7948 6.4367 12.7111
H 10.3194 10.9969 13.2207
H 12.8604 11.0118 13.5510
H 14.3194 10.6757 11.7003
H 13.5036 10.6236 9.3287
C 9.4892 8.0899 5.8416
N 9.2189 9.1870 6.8134
C 9.9691 10.3891 6.4567
C 7.8035 9.5168 6.8767
C 6.8442 8.3304 7.0379
N 6.9468 7.6766 8.3559
C 5.7984 7.9420 9.2535
C 7.2074 6.2389 8.2069
H 9.0810 8.3174 4.8282
H 9.0263 7.1459 6.1532
H 10.5698 7.8835 5.7601
H 9.3148 11.2752 6.5290
H 10.4373 10.2968 5.4698
H 11.7483 11.3655 7.0887
H 7.4730 10.0462 5.9387
H 7.6949 10.3071 7.6548
H 6.8979 7.6185 6.1868
H 5.8088 8.7058 6.9350
H 4.9179 7.2381 9.0718
H 5.4665 8.9600 9.0360
H 6.1298 7.7858 10.2647
H 6.3312 5.7161 7.7414
H 7.3530 5.7434 9.2033
H 8.0669 6.1013 7.5293
C 10.2703 4.2889 10.5316
C 10.3939 5.7377 10.8215
C 11.0423 6.1257 12.0880
O 10.0244 6.6626 10.0424
H 10.9465 3.7934 11.2354
H 10.5408 4.0902 9.5048
H 9.2417 3.9148 10.6668
H 12.1255 5.8843 12.2532
H 10.5029 5.5596 12.8954
H 10.8116 7.1533 12.4345
```

## Properties
- total energy (eV) = -72544.38953
- total charge = +2
- ⟨S²⟩ = 0.77
- HOMO-LUMO gap (spin up / spin down) (eV) = 6.17 / 6.38
- spin multiplicity = 2
- relative energy (zero: lowest compared OMol25 entry of this formula, charge and spin) (kcal per mole) = 51.3

=====

# 8
2 unconnected molecules or ions with the total composition C9H14 at a distorted geometry, computed with ωB97M-V/def2-TZVPD.

The geometry in XYZ format:
```
23
C9H14 ωB97M-V/def2-TZVPD
C -0.3152 2.4435 1.1198
C 0.4123 1.1612 0.8853
C 1.8064 1.1330 0.8093
C 2.5001 -0.0581 0.6217
C 1.7986 -1.2577 0.5674
C 0.4295 -1.2855 0.7986
C -0.2159 -0.0788 0.9994
H -1.0943 2.5888 0.3704
H 0.3290 3.3216 1.1269
H -0.8093 2.4600 2.0801
H 2.3629 2.0618 0.7956
H 3.5566 -0.0915 0.4237
H 2.3389 -2.1869 0.4860
H -0.1765 -2.1697 0.8496
H -1.2790 -0.0433 1.2032
C -2.0672 -0.6153 -2.8981
C -2.7293 -1.4707 -1.8161
H -2.6559 0.2404 -3.1993
H -1.0604 -0.3374 -2.6037
H -1.9808 -1.1526 -3.8412
H -3.0620 -0.7669 -1.0514
H -2.0018 -2.1849 -1.4452
H -3.6092 -2.0269 -2.1376
```

## Properties
- SMILES = Cc1ccccc1.CC
- total energy (eV) = -9559.86553
- HOMO-LUMO gap (eV) = 10.03
- relative energy (zero: lowest compared OMol25 entry of this formula, charge and spin) (kcal per mole) = 7.3